[1]
The following is a quantum chemistry calculation of a molecular structure, C16H16MnN3O15P2S, from the OMol25 dataset.

The value obtained for the highest occupied orbital energy (alpha / beta) is -0.194 / -0.207 hartree. For the LUMO energy (alpha / beta), the calculation gives 1.367 / 1.369 eV. Its HOMO-LUMO gap (alpha / beta) is 6.64 / 7.01 eV. As for the net charge: -1. Its spin multiplicity is 6.

```
54
Properties=species:S:1:pos:R:3:mulliken_charge:R:1
Mn -0.767 -0.026 -0.575 1.77
O 2.076 -3.486 -0.654 -0.50
C 1.434 -2.334 -0.446 0.06
O 0.259 -2.245 -0.388 -0.30
C 2.352 -1.151 -0.309 0.18
C 3.712 -1.240 -0.498 -0.70
C 4.458 -0.080 -0.408 -1.02
C 3.812 1.103 -0.128 -0.96
C 2.443 1.080 0.079 1.41
N 1.734 -0.033 -0.015 1.02
C 1.610 2.311 0.400 -0.02
O 2.275 3.460 0.649 -0.54
O 0.427 2.288 0.421 -0.34
H 1.373 -4.150 -0.744 0.40
H 4.158 -2.199 -0.725 0.57
H 5.530 -0.090 -0.554 0.43
H 4.385 2.021 -0.101 0.34
H 3.225 3.316 0.678 0.29
O 1.482 2.553 -3.054 -0.61
P 0.182 1.607 -3.253 0.47
O 0.050 1.183 -4.668 -0.78
O 0.250 0.457 -2.257 -0.16
O -0.951 2.621 -2.768 -0.43
P -2.510 2.107 -2.356 0.46
O -2.874 1.252 -3.669 -0.47
O -3.366 3.294 -2.235 -0.80
O -2.300 1.185 -1.183 -0.53
H 1.289 3.223 -2.385 0.33
H -2.108 1.044 -4.230 0.41
O -2.933 -1.640 2.422 -0.74
C -1.837 -1.155 2.185 -0.02
O -1.469 -0.549 1.122 -0.48
C -0.736 -1.284 3.239 -0.53
C -0.943 -2.075 4.358 -0.62
C 0.051 -2.247 5.331 -0.94
C 1.237 -1.588 5.125 0.93
O 2.365 -1.588 5.919 -0.52
C 3.321 -0.771 5.248 -0.26
O 2.715 -0.250 4.068 -0.52
C 1.442 -0.794 4.021 1.21
C 0.482 -0.618 3.061 -0.41
H -1.905 -2.561 4.452 0.49
H -0.099 -2.870 6.205 0.41
H 4.192 -1.373 4.980 0.25
H 3.620 0.051 5.900 0.23
H 0.633 0.003 2.192 0.35
N -0.358 -1.567 -3.967 -0.25
C -1.406 -2.350 -3.628 0.60
N -1.746 -3.314 -4.536 -0.47
S -2.259 -2.137 -2.219 -0.43
H -0.117 -1.466 -4.940 0.30
H -0.240 -0.728 -3.402 -0.01
H -1.106 -3.573 -5.265 0.19
H -2.411 -3.995 -4.221 0.23
```

[2]
The following is a quantum chemistry calculation of a molecular structure, C16H16N2O2, from the OMol25 dataset.

The value obtained for the highest occupied orbital energy is -0.304 hartree. For the LUMO energy, the calculation gives 0.416 eV. Its HOMO-LUMO gap is 8.70 eV. Its relative energy (zero: lowest compared OMol25 entry of this formula, charge and spin) is 642.6 kJ/mol.

```
36
Properties=species:S:1:pos:R:3:mulliken_charge:R:1
N 33.277 34.407 25.433 -0.56
C 33.605 35.749 25.046 -0.26
C 33.127 36.828 25.740 -0.41
C 32.042 36.776 26.692 -0.07
C 31.820 35.361 27.136 -0.48
C 32.303 34.309 26.355 -0.21
H 34.224 35.951 24.298 0.49
H 33.410 37.728 25.257 0.31
H 31.292 37.566 27.480 0.21
H 31.108 35.227 27.864 0.46
H 32.012 33.276 26.519 0.53
N 27.627 33.409 25.496 -0.56
C 28.892 33.564 25.117 -0.46
C 29.660 32.542 24.531 -0.28
C 28.981 31.359 24.240 -0.43
C 27.569 31.240 24.503 -0.14
C 26.971 32.316 25.177 -0.54
H 29.220 34.434 25.615 0.54
H 30.703 32.510 24.148 0.40
H 29.430 30.582 23.685 0.42
H 26.945 30.432 24.060 0.36
H 25.965 32.251 25.390 0.70
C 24.720 27.431 27.456 -0.72
C 25.789 27.950 28.476 -0.52
C 26.129 29.263 28.497 0.44
C 25.667 30.072 27.395 -0.43
C 24.930 29.629 26.322 -0.80
C 24.475 28.264 26.358 0.51
O 23.733 27.878 25.227 -0.50
O 26.892 29.851 29.417 -0.51
H 24.529 26.382 27.711 0.29
H 25.942 27.235 29.264 0.31
H 25.958 31.109 27.457 0.41
H 24.710 30.278 25.669 0.88
H 23.497 27.022 25.235 0.29
H 27.357 29.151 29.897 0.32
```

[3]
The following is a quantum chemistry calculation of a single C16H16N2O3S molecule, from the OMol25 dataset.

The value obtained for the highest occupied orbital energy is -0.307 hartree. For the LUMO energy, the calculation gives -0.210 eV. Its HOMO-LUMO gap is 8.14 eV. As for the structure (SMILES): CCOc1ccc(S(=O)(=O)n2ccc(C)n2)c2ccccc12. Its relative energy (zero: lowest compared OMol25 entry of this formula, charge and spin) is 529.1 kJ/mol.

```
38
Properties=species:S:1:pos:R:3:mulliken_charge:R:1
C 4.028 0.484 3.924 -0.91
C 2.575 1.072 4.008 -0.54
O 2.247 1.605 2.686 -0.39
C 1.362 0.831 1.919 0.73
C 1.075 -0.570 2.188 -0.71
C 0.023 -1.210 1.485 -0.76
C -0.771 -0.481 0.601 0.16
S -2.341 -1.229 0.056 1.18
O -2.799 -2.439 0.765 -0.70
O -3.273 -0.094 0.388 -0.63
N -2.257 -1.571 -1.678 0.74
C -3.071 -1.038 -2.568 -0.14
C -2.698 -1.479 -3.829 -0.73
C -1.516 -2.235 -3.532 0.60
C -0.683 -3.044 -4.559 -1.09
N -1.290 -2.314 -2.257 -0.91
C -0.388 0.823 0.223 0.74
C -0.979 1.619 -0.831 -0.34
C -0.683 2.956 -1.130 -1.09
C 0.227 3.594 -0.339 -0.59
C 0.880 2.818 0.590 -0.54
C 0.674 1.479 0.880 0.34
H 3.968 -0.260 3.124 0.27
H 4.208 -0.095 4.849 0.35
H 4.827 1.265 3.698 0.29
H 2.594 1.931 4.747 0.30
H 1.924 0.277 4.375 0.41
H 1.462 -1.084 3.068 0.28
H -0.247 -2.208 1.781 0.46
H -3.992 -0.469 -2.354 0.41
H -3.221 -1.405 -4.850 0.28
H -1.277 -3.356 -5.457 0.30
H 0.265 -2.637 -4.946 0.24
H -0.486 -3.990 -4.150 0.35
H -1.643 1.094 -1.453 0.38
H -1.033 3.515 -1.981 0.40
H 0.551 4.582 -0.442 0.46
H 1.761 3.262 1.005 0.41
```

[4]
The following is a quantum chemistry calculation of a single C16H16N4O5S molecule, from the OMol25 dataset.

The value obtained for the highest occupied orbital energy is -0.302 hartree. For the LUMO energy, the calculation gives -1.112 eV. Its HOMO-LUMO gap is 7.11 eV. As for the structure (SMILES): COc1ccc(NC(=O)CCC(=O)N/N=C/c2ccc([N+](=O)[O-])s2)cc1. Its relative energy (zero: lowest compared OMol25 entry of this formula, charge and spin) is 472.8 kJ/mol.

```
42
Properties=species:S:1:pos:R:3:mulliken_charge:R:1
C 0.359 -0.565 -4.852 -0.84
O 1.205 -0.056 -3.844 -0.45
C 0.653 0.450 -2.713 0.51
C -0.704 0.433 -2.406 -0.21
C -1.155 0.941 -1.201 -0.67
C -0.262 1.471 -0.280 0.32
N -0.688 1.942 0.975 -0.05
C -1.683 1.389 1.723 0.36
O -2.392 0.485 1.342 -0.66
C -1.850 2.006 3.103 -0.82
C -1.335 1.042 4.189 -0.46
C 0.150 1.198 4.402 0.24
O 0.653 1.905 5.244 -0.63
N 0.961 0.492 3.546 -0.22
N 0.505 -0.252 2.541 0.14
C 1.334 -0.820 1.753 -0.63
C 0.886 -1.551 0.613 0.48
C -0.415 -1.768 0.196 -0.60
C -0.480 -2.433 -1.025 -0.59
C 0.772 -2.730 -1.519 0.22
N 1.096 -3.345 -2.735 1.15
O 0.180 -3.558 -3.512 -0.65
O 2.266 -3.608 -2.938 -0.65
S 2.050 -2.201 -0.490 -0.17
C 1.092 1.525 -0.602 -0.27
C 1.545 1.019 -1.800 -0.92
H -0.187 -1.453 -4.520 0.30
H 1.020 -0.843 -5.671 0.23
H -0.350 0.194 -5.198 0.37
H -1.421 0.020 -3.097 0.46
H -2.205 0.909 -0.968 0.39
H -0.062 2.590 1.430 0.32
H -2.921 2.150 3.258 0.41
H -1.352 2.973 3.185 0.34
H -1.819 1.277 5.137 0.38
H -1.570 0.019 3.895 0.39
H 1.971 0.587 3.699 0.25
H 2.417 -0.735 1.894 0.32
H -1.266 -1.411 0.747 0.61
H -1.386 -2.696 -1.540 0.51
H 1.794 1.962 0.095 0.37
H 2.592 1.044 -2.055 0.41
```

[5]
The following is a quantum chemistry calculation of a molecular structure, C16H16N4OS, from the OMol25 dataset.

The value obtained for the highest occupied orbital energy is -0.274 hartree. For the LUMO energy, the calculation gives -0.718 eV. Its HOMO-LUMO gap is 6.75 eV. Its relative energy (zero: lowest compared OMol25 entry of this formula, charge and spin) is 668.6 kJ/mol.

```
38
Properties=species:S:1:pos:R:3:mulliken_charge:R:1
O -1.435 1.295 -0.317 -0.68
N -3.992 -2.689 0.731 -0.64
N -5.343 -3.607 -1.039 -0.63
S -5.289 -3.738 0.606 0.11
C -1.927 -0.712 0.498 -0.43
C 2.170 1.453 1.648 -0.31
C 1.538 -0.361 2.973 -0.59
C 0.991 1.431 0.960 -0.91
C 0.345 -0.371 2.423 -0.44
C -2.787 -0.733 -1.975 -0.43
C -3.556 -1.310 -3.064 -0.98
C 2.532 0.445 2.579 0.59
C 0.070 0.442 1.284 0.38
C -2.908 -1.074 -0.631 -0.05
C -4.465 -2.330 -2.829 0.62
C -3.871 -2.062 -0.421 1.05
C -4.639 -2.657 -1.435 0.45
N 3.870 0.315 3.007 0.06
N -1.103 0.333 0.480 0.67
C -5.221 -2.982 -4.049 -1.23
C 4.883 1.277 2.626 -1.31
C 4.523 -0.947 3.384 -1.17
H -1.870 -1.596 1.247 0.16
H 2.894 2.118 1.174 0.24
H 1.652 -1.006 3.885 0.31
H 0.754 2.135 0.235 0.59
H -0.390 -1.027 2.897 0.32
H -1.989 -0.023 -2.213 0.39
H -3.263 -1.049 -3.993 0.49
H -4.611 -2.966 -4.986 0.33
H -5.311 -4.043 -4.134 0.38
H -6.266 -2.502 -4.185 0.23
H 5.848 1.036 3.010 0.50
H 4.681 2.215 3.117 0.41
H 5.056 1.413 1.547 0.34
H 3.957 -1.783 3.034 0.43
H 5.475 -1.065 2.861 0.46
H 4.726 -1.071 4.444 0.25
```

[6]
The following is a quantum chemistry calculation of a molecular structure, C16H16NO5W, from the OMol25 dataset.

The value obtained for the highest occupied orbital energy is -0.720 hartree. For the LUMO energy, the calculation gives -13.583 eV. Its HOMO-LUMO gap is 6.02 eV. As for the net charge: +3.

```
39
Properties=species:S:1:pos:R:3:mulliken_charge:R:1
W -0.271 0.087 -0.139 1.92
O -1.388 1.993 0.014 -0.41
C -2.758 1.855 0.509 -0.62
C -3.350 0.667 -0.240 -0.58
N -2.444 -0.519 -0.113 -0.34
C -2.613 -1.385 -1.310 -0.54
C -1.784 -0.765 -2.475 0.49
O -1.988 -0.828 -3.625 -0.32
O -0.703 -0.122 -1.886 -0.47
C -2.666 -1.225 1.174 -0.44
C -1.750 -0.607 2.266 0.41
O -1.942 -0.559 3.422 -0.33
O -0.630 -0.107 1.620 -0.53
H -1.169 2.951 -0.003 0.29
H -2.723 1.723 1.602 0.31
H -3.341 2.757 0.285 0.54
H -4.359 0.447 0.128 0.47
H -3.432 0.939 -1.302 0.40
H -2.212 -2.399 -1.137 0.36
H -3.664 -1.499 -1.619 0.46
H -3.711 -1.202 1.517 0.41
H -2.393 -2.288 1.098 0.36
C 3.706 -2.279 0.436 -0.82
C 2.317 -2.403 0.273 -0.66
C 1.540 -1.293 0.010 0.09
C 2.123 0.050 -0.081 1.15
C 1.384 1.292 -0.246 0.09
C 2.055 2.490 -0.325 -0.16
C 3.462 2.537 -0.288 -0.91
C 4.174 1.387 -0.078 -0.65
C 3.551 0.123 0.062 0.27
C 4.300 -1.052 0.305 -0.69
H 4.295 -3.165 0.625 0.47
H 1.879 -3.389 0.341 0.54
H 0.392 -1.591 -0.351 0.52
H 1.520 3.426 -0.427 0.44
H 3.967 3.484 -0.412 0.48
H 5.254 1.430 -0.009 0.50
H 5.376 -0.964 0.384 0.48
```

[7]
The following is a quantum chemistry calculation of a molecular structure, C16H17BN8O6Tm, from the OMol25 dataset.

The value obtained for the highest occupied orbital energy (alpha / beta) is -0.403 / -0.403 hartree. For the LUMO energy (alpha / beta), the calculation gives -4.405 / -4.403 eV. Its HOMO-LUMO gap (alpha / beta) is 6.55 / 6.55 eV. As for the net charge: +1. Its spin multiplicity is 3. Its relative energy (zero: lowest compared OMol25 entry of this formula, charge and spin) is 36.9 kJ/mol.

```
49
Properties=species:S:1:pos:R:3:mulliken_charge:R:1
Tm 0.315 -0.224 -0.348 1.02
O 0.994 2.071 3.921 -0.49
C 0.419 1.172 3.095 -0.07
O 0.683 0.001 2.879 -0.40
C -0.711 1.728 2.342 0.89
C -1.554 2.751 2.895 -0.90
C -2.687 3.149 2.222 -0.41
C -2.951 2.626 0.950 -0.87
C -2.123 1.604 0.480 0.77
N -1.020 1.193 1.153 0.11
C -2.211 1.123 -0.915 0.52
O -2.888 1.983 -1.675 -0.43
O -1.684 0.092 -1.432 -0.48
H 1.935 1.980 3.884 0.43
H -1.349 3.111 3.881 0.55
H -3.321 3.965 2.582 0.43
H -3.604 3.058 0.236 0.57
H -2.857 1.662 -2.599 0.40
N 2.996 -1.035 -0.083 -0.47
C 3.694 0.205 0.201 -0.60
C 2.710 1.162 0.920 0.53
O 2.956 1.569 2.060 -0.69
O 1.566 1.337 0.321 -0.32
H 3.087 -1.721 0.677 0.23
H 3.413 -1.534 -0.854 0.25
H 4.010 0.766 -0.732 0.27
H 4.659 0.102 0.729 0.40
N -0.202 -3.621 -3.171 0.09
C 0.283 -2.415 -3.036 -0.26
N 0.160 -2.026 -1.764 0.02
C -0.455 -3.082 -1.150 0.03
N -0.677 -4.078 -1.968 -0.68
C -0.940 -2.993 0.173 0.72
C -2.065 -3.745 0.562 -0.26
N -2.429 -3.768 1.811 -0.56
C -1.616 -3.249 2.757 -0.44
C -0.593 -2.432 2.367 -0.36
N -0.338 -2.180 1.059 -0.03
H -0.350 -4.132 -4.024 0.22
H 0.826 -1.801 -3.762 0.54
H -2.658 -4.228 -0.190 0.48
H -1.911 -3.493 3.759 0.44
H 0.030 -1.903 3.099 0.59
B 1.501 2.947 -4.226 0.23
C 1.236 1.807 -3.208 -0.10
N 0.833 0.996 -2.463 -0.54
H 1.575 3.943 -3.564 -0.12
H 2.635 2.704 -4.667 -0.12
H 0.678 2.853 -5.186 -0.13
```

[8]
The following is a quantum chemistry calculation of a molecular structure, C16H17Cl2F5IrN2O6STe, from the OMol25 dataset.

The value obtained for the highest occupied orbital energy (alpha / beta) is -0.186 / -0.223 hartree. For the LUMO energy (alpha / beta), the calculation gives 2.320 / 0.613 eV. Its HOMO-LUMO gap (alpha / beta) is 7.38 / 6.67 eV. As for the net charge: -1. Its spin multiplicity is 5. Its relative energy (zero: lowest compared OMol25 entry of this formula, charge and spin) is 63.9 kJ/mol.

```
51
Properties=species:S:1:pos:R:3:mulliken_charge:R:1
Ir 0.608 -0.807 0.664 1.42
Cl 1.164 1.562 2.926 -0.11
C 0.856 0.385 4.207 -0.22
Cl -0.278 -0.883 3.691 -0.08
H 0.406 0.904 5.045 0.41
H 1.788 -0.100 4.470 0.14
O 2.538 -3.787 0.370 -0.67
C 1.514 -3.378 -0.175 0.23
O 0.469 -2.935 0.431 -0.69
C 1.465 -3.375 -1.676 0.53
C 1.721 -4.554 -2.363 -0.56
C 1.689 -4.592 -3.747 -0.54
C 1.426 -3.430 -4.460 -0.56
C 1.200 -2.242 -3.785 -0.65
C 1.209 -2.198 -2.387 0.83
S 0.941 -0.620 -1.655 -0.58
H 1.954 -5.443 -1.792 0.42
H 1.881 -5.521 -4.269 0.37
H 1.408 -3.443 -5.542 0.36
H 1.015 -1.328 -4.335 0.41
F 3.009 -1.874 4.169 -0.46
Te 3.428 -2.408 2.392 1.94
F 4.398 -3.838 3.077 -0.40
F 4.567 -2.629 0.926 -0.39
F 4.847 -1.255 2.840 -0.43
F 1.965 -3.500 2.799 -0.38
O 2.441 -1.105 1.589 -0.87
C -1.815 2.380 -2.709 -1.02
C -1.877 3.488 -1.662 -1.45
C -1.984 2.959 -0.218 2.46
C -2.069 4.141 0.764 -1.47
C -2.169 3.709 2.223 -0.96
C -3.277 2.172 -0.109 -0.04
O -4.364 2.669 -0.316 -0.66
N -3.167 0.844 0.224 0.12
C -1.974 0.186 0.474 0.28
O -1.964 -1.018 0.725 -0.74
N -0.809 0.855 0.436 0.34
C -0.702 2.167 0.087 -0.46
O 0.372 2.730 0.009 -0.64
H -1.692 2.802 -3.707 0.47
H -2.733 1.787 -2.715 0.27
H -0.976 1.705 -2.529 0.14
H -2.738 4.134 -1.842 0.44
H -0.974 4.098 -1.707 0.45
H -2.939 4.738 0.484 0.43
H -1.174 4.746 0.610 0.46
H -3.072 3.119 2.400 0.26
H -2.212 4.579 2.879 0.48
H -1.305 3.110 2.519 0.09
H -4.012 0.295 0.271 0.27
```

| no. | E_tot (hartree) |
| --- | --- |
| 1 | -4144.6430 |
| 2 | -879.0974 |
| 3 | -1352.5949 |
| 4 | -1612.6205 |
| 5 | -1311.5764 |
| 6 | -1116.1713 |
| 7 | -2619.4103 |
| 8 | -3371.2275 |